Run 1
DFT (ωB97M-V/def2-TZVPD) results for a cluster of 2 separate species, C6H10N2O3 in total.

## Properties
Frontier orbital gap: 8.19 eV

Last column: Mulliken charge in e.
Atoms and positions in Å:
C  -0.45  2.77  -0.67  -0.38
C  -2.97  -1.02  0.97  0.77
C  2.19  -0.41  -0.13  -1.67
C  0.48  0.07  1.72  -1.37
C  0.07  0.39  -0.69  0.17
C  0.73  -0.52  0.30  0.91
N  -0.29  1.60  -0.50  0.15
N  -0.46  -0.28  -2.02  -0.63
O  -3.06  -2.15  1.16  -0.37
O  -2.90  0.11  0.88  -0.37
O  0.06  -1.73  0.15  -0.61
H  -1.31  3.37  -0.49  0.29
H  2.34  -0.70  -1.27  0.28
H  2.61  0.52  0.01  0.41
H  2.82  -1.11  0.37  0.48
H  -0.54  -0.16  2.02  0.16
H  0.57  1.11  1.59  0.44
H  1.34  -0.04  2.46  0.33
H  0.21  -0.11  -2.78  0.23
H  -1.47  0.11  -2.27  0.28
H  0.03  -1.83  -0.83  0.50

---

Run 2
DFT (ωB97M-V/def2-TZVPD) results for a cluster of 2 separate species, C6H10N2O3 in total.

## Properties
Frontier orbital gap: 8.06 eV

Last column: Mulliken charge in e.
Atoms and positions in Å:
C  1.20  1.32  1.26  -0.66
C  2.76  0.28  0.19  -0.29
C  0.61  0.47  0.38  -0.01
C  1.26  -1.20  -1.30  -0.80
C  -1.87  1.18  -0.83  -0.54
C  -1.60  -0.55  0.74  0.70
N  2.59  1.18  1.12  -0.65
N  1.57  -0.19  -0.32  0.14
O  -1.68  -0.96  2.02  -0.48
O  -1.67  -1.49  -0.17  -0.39
O  -2.24  0.69  0.45  -0.32
H  0.62  1.84  1.91  0.48
H  3.69  0.24  -0.27  0.41
H  1.87  -2.10  -1.13  0.34
H  0.26  -1.21  -1.32  0.25
H  1.59  -1.04  -2.39  0.26
H  -0.80  1.30  -0.72  0.36
H  -2.35  2.28  -0.90  0.23
H  -2.20  0.45  -1.53  0.31
H  -1.77  -0.16  2.52  0.37
H  -1.80  -2.32  0.30  0.30

---

The most stable of them is run 1.

---

Run 1
DFT (ωB97M-V/def2-TZVPD) results for the ion C4H12ClN2 with charge +1.

## Properties
Frontier orbital gap: 11.24 eV
SMILES: C[N+](C)(N)CCCl
Charge: +1

Last column: Mulliken charge in e.
Atoms and positions in Å:
C  -1.70  0.62  0.10  -0.82
N  -0.32  -0.01  0.00  0.32
C  -0.52  -1.22  -0.83  -0.83
N  0.21  -0.36  1.38  -0.68
C  0.68  0.95  -0.60  -0.90
C  2.43  0.49  -0.48  -0.36
Cl  2.58  -0.96  -1.48  -0.16
H  -1.76  1.53  0.71  0.38
H  -2.23  0.69  -0.85  0.40
H  -2.43  -0.22  0.53  0.34
H  0.43  -1.90  -0.77  0.29
H  -1.33  -1.77  -0.56  0.42
H  -0.44  -0.74  -1.83  0.36
H  -0.41  -1.21  1.76  0.35
H  -0.14  0.37  2.04  0.30
H  0.49  0.95  -1.62  0.45
H  0.71  1.89  -0.11  0.44
H  2.73  0.19  0.56  0.30
H  3.01  1.34  -0.86  0.39

---

Run 2
DFT (ωB97M-V/def2-TZVPD) results for the ion C4H12ClN2 with charge +1.

## Properties
Frontier orbital gap: 11.73 eV
SMILES: C[N+](C)(N)CCCl
Charge: +1

Last column: Mulliken charge in e.
Atoms and positions in Å:
C  1.13  1.14  -0.24  -0.81
N  0.20  0.06  0.20  0.28
C  -0.68  -0.26  -0.95  -0.93
N  -0.64  0.63  1.22  -0.75
C  1.01  -1.07  0.61  -0.28
C  0.07  -2.41  0.83  -0.59
Cl  -0.18  -3.29  -0.70  -0.14
H  1.91  1.49  0.39  0.34
H  1.61  0.77  -1.16  0.39
H  0.42  1.91  -0.27  0.36
H  -1.21  -1.17  -0.67  0.49
H  -1.31  0.66  -1.21  0.35
H  -0.05  -0.40  -1.87  0.31
H  -1.60  0.34  1.24  0.26
H  -0.27  0.78  2.20  0.26
H  1.75  -1.28  -0.19  0.35
H  1.28  -0.61  1.57  0.39
H  -0.93  -2.22  1.23  0.37
H  0.56  -3.21  1.43  0.35

---

The most stable of them is run 2.

---

Run 1
DFT (ωB97M-V/def2-TZVPD) results for a structure of composition IMn2.

## Properties
Frontier orbital gap (alpha / beta): 7.53 / 7.71 eV
Spin multiplicity: 11
Charge: +3

Last column: Mulliken spin population.
Atoms and positions in Å:
Mn  8.13  15.24  -20.18  5.00
Mn  7.30  14.09  -25.03  5.01
I  9.00  14.31  -22.69  0.00

---

Run 2
DFT (ωB97M-V/def2-TZVPD) results for a structure of composition IMn2.

## Properties
Frontier orbital gap (alpha / beta): 8.09 / 8.58 eV
Spin multiplicity: 11
Charge: +3

Last column: Mulliken spin population.
Atoms and positions in Å:
Mn  28.00  1.91  1.04  4.93
Mn  30.49  6.39  1.42  4.93
I  29.24  4.15  1.25  0.13

---

The most stable of them is run 1.

---

Run 1
DFT (ωB97M-V/def2-TZVPD) results for a structure of composition CHClFI.

## Properties
Frontier orbital gap (alpha / beta): 9.20 / 7.96 eV

Last column: Mulliken charge in e.
Atoms and positions in Å:
C  0.12  0.29  -0.12  0.04
F  -0.13  0.52  -1.40  -0.16
Cl  0.25  1.75  0.71  -0.10
I  1.42  -1.23  0.28  0.17
H  -1.66  -1.34  0.53  0.04

---

Run 2
DFT (ωB97M-V/def2-TZVPD) results for the molecule CHClFI.

## Properties
Frontier orbital gap: 10.01 eV
SMILES: F[C@H](Cl)I

Last column: Mulliken charge in e.
Atoms and positions in Å:
F  -0.96  0.20  1.01  -0.17
C  -0.17  -0.01  -0.04  -0.07
Cl  0.29  -1.72  -0.10  -0.11
I  1.56  1.29  0.08  0.08
H  -0.72  0.25  -0.95  0.27

---

The most stable of them is run 2.